(1)
Entry from the Open Molecules 2025 dataset: a structure of composition C6H7BrI2O3 in a non-equilibrium geometry (ωB97M-V/def2-TZVPD).

multiplicity = 1
E_HOMO (alpha / beta) = -0.3068 / -0.3069 Eh
F_max = 3.56 eV Å⁻¹
LUMO energy (alpha / beta) = -1.149 / -1.149 eV
E_tot = -3627.76547 Eh

```
19
Properties=species:S:1:pos:R:3:forces:R:3
C -2.656 0.708 1.176 -0.78 2.33 -0.65
C -1.598 -0.034 1.033 -0.85 -2.73 2.11
C 0.518 -0.399 0.527 3.05 0.35 -0.46
C 3.629 0.402 -1.018 0.47 0.65 -1.28
C 2.871 -0.364 0.033 0.03 -2.44 -0.37
C -4.962 -0.258 -0.842 -0.75 -0.60 -0.35
O 0.467 -1.543 0.850 -0.02 -0.57 0.04
O -0.443 0.501 0.541 -1.42 -0.14 0.32
O 1.606 0.273 0.096 -0.92 0.46 0.58
Br -4.319 -0.039 1.739 1.04 0.68 0.06
I -4.737 1.646 -1.646 0.27 0.21 -0.10
I -3.532 -1.629 -1.528 0.11 0.18 -0.04
H -2.573 1.777 0.822 -0.83 -1.22 0.59
H -1.651 -1.090 1.525 0.79 1.90 -1.55
H 4.512 -0.176 -1.458 -0.57 1.12 1.46
H 3.043 0.498 -1.982 0.06 0.21 1.35
H 3.784 1.432 -0.536 0.51 -1.34 -1.35
H 3.434 -0.266 1.069 -1.34 -0.82 -2.01
H 2.606 -1.439 -0.402 1.17 1.79 1.66
```
Forces are in eV/Å.

Atom charges from the Mulliken analysis, given in e for atoms 1 to 5: -0.536 0.060 0.694 -1.037 -0.143

***

(2)
Entry from the Open Molecules 2025 dataset: a structure of composition C29H43F5I2N7O4 in a non-equilibrium geometry (ωB97M-V/def2-TZVPD).

multiplicity = 1
charge = -1
E_HOMO = -0.1726 Eh
F_max = 8.76 eV Å⁻¹
LUMO energy = 1.811 eV
E_tot = -2909.48497 Eh

```
90
Properties=species:S:1:pos:R:3:forces:R:3
C 0.464 1.112 0.715 -0.81 0.07 0.73
C -0.483 1.952 -0.349 1.70 6.70 1.18
O -0.330 3.305 -0.257 -0.67 -7.87 -0.94
N -1.356 1.443 -1.422 0.27 0.25 0.84
C -1.093 1.960 -2.795 1.66 0.83 -1.44
C -2.705 0.937 -1.110 0.40 -3.21 0.62
C -2.901 -0.384 -2.133 0.68 -0.10 0.86
C -4.121 -1.379 -1.687 2.95 -7.26 -1.27
O -3.859 -2.714 -1.783 -1.87 8.54 0.59
I -6.106 -0.853 -0.958 1.26 -0.15 -0.47
C -2.802 0.125 0.360 -1.12 -3.52 7.33
O -1.982 -0.923 0.659 -3.03 5.27 -2.95
O -3.833 0.398 1.382 4.87 -0.24 -6.37
N -3.868 1.868 -1.114 0.92 2.17 1.07
I -4.721 2.241 -2.942 -0.20 -0.02 -0.30
C -3.726 3.180 -0.437 1.07 1.29 0.82
F -3.067 3.215 0.885 -1.78 -0.56 -4.63
F -2.988 4.156 -1.324 -1.65 -2.14 2.56
C -5.193 3.941 -0.151 -1.58 1.11 2.23
F -5.489 5.025 -1.115 0.50 -3.86 3.13
F -6.314 2.950 0.014 3.68 3.73 -1.04
F -5.116 4.632 1.193 -0.46 -2.11 -4.58
H 0.470 -0.046 0.544 -0.13 2.31 0.05
H 0.008 1.295 1.798 0.71 -0.35 -2.65
H 1.566 1.572 0.740 -3.07 -0.96 -0.28
H 0.039 2.342 -2.808 -2.47 -0.76 0.18
H -1.733 2.874 -3.149 1.02 -1.70 0.90
H -1.123 1.131 -3.654 -0.24 1.57 2.16
H -2.871 -0.109 -3.264 -0.69 -0.51 2.03
H -1.898 -1.008 -1.944 -2.51 1.30 -0.13
C 3.879 -0.614 4.656 0.16 0.08 0.02
C 2.610 -0.707 5.494 0.34 -0.10 0.11
C 1.334 -0.504 4.677 -0.10 -0.12 0.20
C 1.235 0.853 4.124 -0.15 1.18 -0.55
N 1.159 1.924 3.682 0.29 -1.40 0.94
H 4.000 0.382 4.220 -0.06 -0.12 0.00
H 4.756 -0.813 5.280 -0.08 0.01 -0.11
H 3.867 -1.347 3.843 0.00 0.09 0.06
H 2.660 0.028 6.306 -0.09 -0.08 -0.08
H 2.573 -1.698 5.961 -0.12 0.15 -0.03
H 0.468 -0.687 5.325 -0.03 0.13 -0.28
H 1.286 -1.242 3.868 -0.06 0.24 0.01
C -4.058 -7.296 -3.517 -0.09 -0.06 -0.11
C -2.638 -7.263 -2.967 -0.18 -0.31 -0.12
C -2.202 -5.872 -2.508 0.17 -0.14 0.19
C -2.118 -4.918 -3.621 -0.01 1.06 -0.87
N -2.058 -4.162 -4.500 -0.02 -1.16 1.09
H -4.153 -6.679 -4.416 0.01 -0.01 0.14
H -4.334 -8.320 -3.786 -0.02 0.12 0.02
H -4.775 -6.935 -2.774 0.07 0.00 -0.10
H -1.947 -7.644 -3.728 -0.01 0.09 0.14
H -2.581 -7.948 -2.112 0.10 0.17 -0.07
H -1.217 -5.950 -2.033 -0.11 0.20 -0.11
H -2.893 -5.496 -1.745 0.08 0.18 -0.23
C 1.307 2.679 -7.091 -0.08 0.13 -0.03
C 1.795 1.913 -5.868 0.02 0.42 -0.08
C 1.527 0.411 -5.952 0.20 0.02 0.25
C 0.091 0.099 -5.953 -1.29 -0.46 -0.11
N -1.043 -0.147 -5.960 1.55 0.44 -0.01
H 0.220 2.611 -7.199 0.13 -0.04 0.00
H 1.565 3.739 -6.998 -0.05 -0.13 -0.05
H 1.769 2.295 -8.005 -0.06 0.03 0.05
H 1.326 2.331 -4.969 0.08 -0.17 -0.06
H 2.876 2.071 -5.768 -0.14 -0.13 0.02
H 1.996 -0.080 -5.092 -0.25 -0.10 -0.11
H 1.999 -0.004 -6.850 -0.22 0.00 0.07
C 0.080 1.110 10.488 0.07 0.06 0.12
C 0.359 0.844 9.015 -0.04 0.42 0.15
C 0.242 -0.633 8.636 -0.02 0.14 -0.29
C 1.263 -1.459 9.293 0.80 -0.89 0.58
N 2.067 -2.113 9.817 -1.04 0.92 -0.69
H 0.814 0.614 11.131 -0.10 0.01 -0.06
H 0.131 2.184 10.693 -0.03 -0.15 0.01
H -0.918 0.757 10.769 0.09 0.03 0.00
H 1.357 1.221 8.763 -0.14 -0.13 -0.06
H -0.360 1.416 8.416 0.16 -0.20 -0.03
H 0.352 -0.728 7.550 0.05 -0.16 0.20
H -0.758 -1.005 8.887 0.22 -0.06 0.05
C 6.436 2.098 -2.228 0.09 0.00 0.13
C 5.658 1.067 -3.035 0.41 -0.01 0.05
C 4.175 1.407 -3.177 0.02 -0.22 -0.18
C 3.470 1.380 -1.889 -0.77 0.11 1.07
N 2.914 1.363 -0.870 1.39 -0.02 -1.76
H 6.077 2.152 -1.195 -0.01 0.03 -0.14
H 7.497 1.830 -2.198 -0.12 0.08 0.01
H 6.350 3.093 -2.676 0.01 -0.08 0.07
H 5.778 0.081 -2.570 -0.13 0.12 -0.12
H 6.101 1.004 -4.037 -0.18 -0.05 0.09
H 3.710 0.680 -3.853 -0.07 0.12 0.20
H 4.061 2.392 -3.645 -0.07 -0.08 0.21
```
Forces are in eV/Å.

Atom charges from the Mulliken analysis, given in e for atoms 1 to 5: -0.924 0.238 -0.586 0.666 -0.303

***

(3)
Entry from the Open Molecules 2025 dataset: the molecule C4H4N2 in a non-equilibrium geometry (ωB97M-V/def2-TZVPD).

multiplicity = 1
E_HOMO (alpha / beta) = -0.3258 / -0.3258 Eh
F_max = 5.35 eV Å⁻¹
LUMO energy (alpha / beta) = -0.504 / -0.503 eV
E_tot = -264.13786 Eh

```
10
Properties=species:S:1:pos:R:3:forces:R:3
C 1.094 0.524 -0.115 0.83 0.88 0.55
N 0.492 -0.664 -0.651 1.27 -0.33 -1.30
C -0.100 -1.451 0.417 -3.82 2.71 -2.59
C -0.902 -0.625 -0.289 -0.51 -2.48 1.93
C -1.988 0.314 -0.427 3.74 -3.75 0.48
N -2.531 1.296 -0.477 -2.39 3.00 -0.33
H 0.337 0.900 0.683 1.49 0.74 -1.56
H 1.506 1.091 -1.000 -1.10 0.35 1.25
H 1.999 0.270 0.446 -0.01 -0.24 0.08
H 0.093 -1.656 1.413 0.51 -0.89 1.50
```
Forces are in eV/Å.

Atom charges from the Mulliken analysis, given in e for atoms 1 to 5: -0.761 -0.350 0.001 0.041 0.223

***

(4)
Entry from the Open Molecules 2025 dataset: a structure of composition C7H11Cl2GaIO in a non-equilibrium geometry (ωB97M-V/def2-TZVPD).

multiplicity = 1
charge = -1
E_HOMO = -0.1794 Eh
F_max = 1.48 eV Å⁻¹
LUMO energy = 2.654 eV
E_tot = -3491.39478 Eh

```
23
Properties=species:S:1:pos:R:3:forces:R:3
C 1.349 0.057 -2.474 0.00 -0.23 0.03
C 1.061 -0.382 -1.388 0.03 -0.76 0.29
C 0.715 -1.010 -0.104 0.14 1.07 -0.69
Ga 1.272 0.149 1.493 -0.53 0.06 0.32
C 3.330 0.366 1.649 0.61 0.49 -0.09
C 3.666 1.734 2.101 0.12 -1.33 0.65
O 3.908 2.057 3.219 -0.12 0.43 -0.04
I 3.715 3.337 0.598 -0.02 0.05 -0.35
H 1.580 0.252 -3.492 0.02 0.29 0.06
H -0.375 -1.033 -0.088 -0.02 -0.23 0.27
H 1.106 -2.025 -0.057 0.04 0.00 -0.01
H 0.778 -0.603 2.840 0.14 -0.06 -0.07
H 0.620 1.620 1.461 0.05 -0.12 -0.17
H 3.884 0.084 0.752 -0.34 0.26 -0.22
H 3.653 -0.289 2.461 -0.09 0.03 0.03
Cl -2.610 -2.147 -1.813 0.02 -0.01 0.01
C -4.015 -1.266 -1.166 -0.13 -0.02 -0.03
C -3.790 0.224 -1.127 -0.02 0.13 0.06
Cl -2.568 0.700 0.075 -0.03 -0.01 -0.04
H -4.231 -1.659 -0.175 0.09 0.02 0.02
H -4.858 -1.491 -1.820 0.01 0.04 -0.02
H -4.718 0.723 -0.849 -0.03 -0.05 0.00
H -3.470 0.601 -2.096 0.06 -0.05 0.00
```
Forces are in eV/Å.

Atom charges from the Mulliken analysis, given in e for atoms 1 to 5: -0.111 -0.445 -0.425 0.377 -0.576

***

(5)
Entry from the Open Molecules 2025 dataset: the molecule C5H5NO in a non-equilibrium geometry (ωB97M-V/def2-TZVPD).

multiplicity = 1
E_HOMO = -0.3718 Eh
F_max = 1.10 eV Å⁻¹
LUMO energy = 0.068 eV
E_tot = -323.40387 Eh

```
12
Properties=species:S:1:pos:R:3:forces:R:3
C 2.882 -0.482 -0.234 -0.55 0.09 0.12
C 1.791 -0.191 0.176 1.09 -0.11 -0.07
C 0.524 0.230 0.715 -0.13 0.06 0.73
O 0.314 0.246 1.916 -0.17 0.04 -0.76
C -0.476 0.556 -0.322 0.10 -0.07 -0.15
C -1.568 -0.443 -0.425 -0.31 -0.26 -0.01
N -1.818 0.906 0.063 -0.23 0.06 0.27
H 3.841 -0.749 -0.594 0.20 -0.06 -0.09
H -0.124 0.974 -1.255 0.22 0.10 0.06
H -1.603 -1.250 0.305 0.10 0.08 -0.22
H -1.917 -0.663 -1.426 -0.19 -0.05 0.15
H -1.846 0.867 1.082 -0.12 0.12 -0.04
```
Forces are in eV/Å.

Atom charges from the Mulliken analysis, given in e for atoms 1 to 5: 0.335 -0.447 0.181 -0.542 -0.069

***

(6)
Entry from the Open Molecules 2025 dataset: the molecule C5H10O2S (ωB97M-V/def2-TZVPD).

multiplicity = 1
E_HOMO = -0.3238 Eh
F_max = 0.79 eV Å⁻¹
LUMO energy = 0.832 eV
E_tot = -745.13250 Eh

```
18
Properties=species:S:1:pos:R:3:forces:R:3
C -0.093 0.273 1.923 -0.65 -0.34 -0.12
C -0.392 1.410 0.945 0.06 -0.26 -0.26
O 0.702 1.725 0.100 -0.01 -0.16 -0.20
C 1.120 0.730 -0.818 0.46 -0.40 0.08
S -0.162 -0.118 -1.807 -0.03 -0.15 0.51
C -1.080 -1.156 -0.584 -0.35 0.38 -0.08
C -0.279 -1.749 0.586 -0.49 -0.30 -0.49
O 0.515 -0.875 1.343 -0.23 0.29 0.16
H -1.022 0.017 2.484 0.34 0.00 -0.33
H 0.629 0.600 2.640 0.47 0.31 0.48
H -1.279 1.178 0.340 0.21 0.26 0.11
H -0.583 2.330 1.505 -0.07 -0.19 0.02
H 1.725 1.245 -1.577 -0.22 -0.08 0.20
H 1.753 -0.040 -0.328 -0.45 0.58 -0.29
H -1.933 -0.549 -0.224 0.35 -0.49 -0.14
H -1.498 -2.001 -1.168 0.25 0.44 0.30
H 0.432 -2.455 0.139 -0.18 -0.08 0.37
H -1.018 -2.285 1.236 0.54 0.20 -0.32
```
Forces are in eV/Å.

Atom charges from the Mulliken analysis, given in e for atoms 1 to 5: -0.378 -0.488 -0.409 -0.336 -0.092